Entry 1:
# C22H53N3O17P4

A cluster of 5 separate species, C22H53N3O17P4 in total in a non-equilibrium geometry (wB97M-V/def2-TZVPD, the Open Molecules 2025 dataset).

The LUMO energy comes out at -0.1071 Ha. The maximum force comes out at 12.50 eV/Å.

```
! wB97M-V def2-TZVPD RIJCOSX def2/J DEFGRID3
* xyz 0 1
P -2.118 4.625 5.808
P -4.915 -3.757 -3.429
P 0.304 -1.407 2.438
P -4.173 -6.086 -8.853
O -0.657 5.171 6.351
O -0.617 -2.103 1.257
O -3.486 -3.369 -4.160
O -1.441 4.402 4.231
O 0.503 0.076 2.108
O -2.794 4.847 7.385
O 3.122 4.443 1.456
O -5.237 -2.700 -2.367
O -2.183 3.104 5.989
O -1.126 -1.022 3.333
O -4.052 -4.676 -2.244
O -3.242 -5.655 -10.246
O -5.778 -2.838 -4.614
O -3.211 -7.246 -8.576
O -3.628 -4.734 -8.077
O 1.733 -1.792 1.543
O -5.105 -6.517 -7.461
N 5.190 6.704 3.888
N 8.915 3.982 1.676
N 7.039 2.455 5.783
C 5.154 3.966 2.841
C 4.570 4.075 1.314
C 7.884 4.380 2.703
C -0.214 4.854 7.658
C 8.479 4.250 0.254
C -3.297 -2.087 -4.730
C 5.682 0.758 2.556
C -4.201 4.694 7.424
C 6.744 1.943 2.045
C -0.864 -0.543 4.639
C 6.814 2.812 4.536
C 1.977 -3.173 1.357
C -1.871 -1.549 0.904
C -0.990 5.582 3.594
C 6.671 3.309 2.945
C -3.352 -4.767 -6.689
C -3.337 -5.789 -2.744
C 5.028 5.417 3.662
C -5.995 -7.595 -7.686
C -3.612 -4.439 -10.869
C -7.181 -3.013 -4.554
C 2.301 3.209 1.599
H 5.755 -0.140 1.780
H -7.427 -4.078 -4.596
H -4.475 3.653 7.240
H 1.280 -3.591 0.626
H -4.667 5.343 6.678
H -1.759 6.360 3.650
H -4.555 4.986 8.416
H 8.468 4.527 3.734
H -1.883 -0.460 1.000
H -4.260 -4.510 -6.135
H -5.437 -8.522 -7.842
H 8.480 3.244 -0.348
H -6.634 -7.709 -6.807
H -2.084 -1.808 -0.138
H -2.591 -4.011 -6.469
H 0.881 4.862 7.665
H -0.066 5.937 4.056
H -4.696 -4.408 -11.023
H -6.623 -7.384 -8.556
H -0.555 3.868 7.983
H -1.812 -0.458 5.176
H 2.094 2.699 0.564
H 4.569 1.123 2.577
H 6.573 2.168 0.886
H -3.629 -2.104 -5.773
H -3.297 -3.587 -10.263
H -3.109 -4.376 -11.838
H 2.734 2.437 2.365
H 9.301 3.025 1.818
H -0.390 0.441 4.596
H -7.632 -2.512 -5.415
H 4.575 3.074 0.704
H 7.422 4.802 0.211
H 7.817 1.427 2.097
H -0.566 5.622 8.354
H 6.039 0.294 3.593
H 5.064 4.984 0.746
H -2.449 -5.460 -3.289
H 4.451 3.221 3.454
H -3.829 -1.307 -4.179
H -3.978 -6.387 -3.400
H -3.012 -6.404 -1.900
H 9.284 4.976 -0.223
H -7.580 -2.572 -3.637
H 7.518 5.474 2.407
H -0.783 5.355 2.545
H 1.883 -3.706 2.309
H -2.227 -1.855 -4.715
H 2.993 -3.300 0.972
H -0.218 -1.247 5.172
H 1.233 3.525 2.026
H -2.650 -1.991 1.533
H -2.977 -5.741 -6.364
*
```

---

Entry 2:
# C22H54BO26

A structure of composition C22H54BO26 in a non-equilibrium geometry (wB97M-V/def2-TZVPD, the Open Molecules 2025 dataset).

The LUMO energy comes out at 0.0792 Ha. For the energy above the lowest of the compared OMol25 structures with the same formula, charge and spin, the calculation gives 1070.5 kJ/mol. The maximum force comes out at 11.67 eV/Å.

```
! wB97M-V def2-TZVPD RIJCOSX def2/J DEFGRID3
* xyz -1 1
O 28.232 26.590 33.683
O 26.981 18.486 31.740
O 22.405 22.125 24.587
O 21.978 16.022 31.065
O 28.676 24.340 30.659
O 23.833 21.986 33.366
O 31.928 21.156 27.870
O 26.320 20.405 22.888
O 29.244 21.311 32.230
O 30.698 18.340 29.803
O 26.343 22.740 27.657
O 24.791 18.146 30.269
O 29.979 27.425 25.441
O 24.797 22.038 26.304
O 27.209 18.437 25.712
O 30.319 22.768 29.041
O 21.198 19.039 26.118
O 28.480 21.846 28.394
O 24.468 24.543 29.021
O 31.011 25.383 28.319
O 25.445 24.445 33.595
O 23.045 22.179 29.723
O 25.476 27.944 30.135
O 27.092 23.064 29.814
O 24.691 19.853 28.069
O 26.359 20.983 29.005
C 25.490 26.512 30.154
C 30.847 19.200 28.773
C 28.003 20.648 32.439
C 28.330 23.351 30.096
C 28.044 19.321 31.444
C 21.551 20.423 26.041
C 24.044 16.956 30.209
C 22.763 17.172 31.079
C 25.425 20.776 28.229
C 29.165 22.474 29.199
C 23.662 21.623 30.962
C 26.331 19.338 25.012
C 23.135 22.526 32.099
C 32.145 20.076 28.754
C 30.478 27.201 26.753
C 25.397 21.923 27.362
C 26.813 24.780 33.414
C 30.406 25.624 27.107
C 24.271 25.973 29.427
C 26.968 26.243 34.050
C 21.731 20.918 24.652
C 26.664 19.223 23.556
B 27.107 22.136 28.695
H 33.183 19.564 28.608
H 28.735 18.578 31.550
H 29.739 20.765 32.930
H 32.208 20.890 29.455
H 30.676 24.627 28.512
H 24.263 26.533 28.544
H 25.211 24.408 28.322
H 23.537 20.516 30.970
H 31.400 27.593 26.908
H 26.789 17.729 25.651
H 25.197 19.171 25.167
H 23.610 23.007 29.495
H 22.485 20.587 26.648
H 21.386 15.997 31.742
H 23.297 21.173 33.760
H 23.872 16.827 29.138
H 29.320 25.308 27.060
H 30.219 17.385 29.515
H 25.317 23.597 33.129
H 24.563 28.262 29.900
H 28.137 19.659 30.521
H 30.974 24.998 26.381
H 26.790 25.977 35.114
H 26.350 18.626 31.082
H 23.520 23.438 31.943
H 21.976 18.585 26.016
H 26.309 26.950 33.805
H 22.701 17.411 32.125
H 24.417 18.653 29.542
H 27.380 24.035 33.851
H 26.010 18.475 23.133
H 22.410 17.870 30.603
H 25.524 26.192 31.206
H 27.774 20.489 33.495
H 26.735 20.243 25.574
H 30.874 18.680 27.957
H 27.658 18.920 23.382
H 23.298 22.045 24.710
H 23.507 25.937 30.095
H 29.951 28.396 25.397
H 20.776 20.718 26.410
H 24.750 21.763 30.917
H 22.357 20.095 24.201
H 24.610 16.218 30.715
H 26.811 24.810 32.317
H 20.824 20.847 24.170
H 26.845 21.165 23.241
H 26.423 26.259 29.547
H 28.310 26.836 32.762
H 29.815 19.813 28.635
H 29.699 27.744 27.355
H 27.109 21.450 32.091
H 22.253 22.627 32.474
H 31.375 21.847 28.119
*
```

---

Entry 3:
# C22H54N10O6

A cluster of 6 separate species, C22H54N10O6 in total in a non-equilibrium geometry (wB97M-V/def2-TZVPD, the Open Molecules 2025 dataset).

The LUMO energy comes out at 0.0093 Ha. For the energy above the lowest of the compared OMol25 structures with the same formula, charge and spin, the calculation gives 570.8 kJ/mol. The maximum force comes out at 8.74 eV/Å.

```
! wB97M-V def2-TZVPD RIJCOSX def2/J DEFGRID3
* xyz 0 1
O 20.086 -17.173 18.312
O 25.688 -19.008 18.119
O 21.343 -17.235 13.599
O 17.257 -21.106 10.428
O 18.626 -19.442 17.122
O 25.729 -15.218 15.423
N 24.802 -16.969 14.380
N 18.072 -17.420 19.389
N 20.007 -21.213 16.982
N 25.200 -18.224 19.208
N 21.368 -17.566 15.798
N 16.769 -19.854 10.946
N 23.585 -15.162 14.814
N 19.126 -15.556 19.512
N 18.958 -20.806 18.698
N 19.473 -17.550 14.771
C 26.162 -17.258 19.720
C 25.550 -16.319 20.938
C 22.930 -18.795 18.934
C 24.089 -18.784 19.917
C 24.859 -17.168 21.922
C 16.131 -17.521 10.634
C 24.293 -20.254 20.441
C 14.738 -20.842 12.061
C 15.855 -18.626 12.877
C 16.072 -19.985 12.283
C 15.092 -19.242 9.036
C 16.362 -18.838 9.878
C 20.777 -17.461 14.651
C 15.310 -17.536 11.937
C 17.544 -18.706 8.825
C 26.380 -16.154 18.665
C 19.157 -16.774 19.011
C 19.224 -20.331 17.572
C 27.568 -17.825 20.052
C 24.768 -15.737 14.911
C 23.709 -17.906 21.190
C 17.022 -20.897 13.223
H 23.049 -15.337 13.976
H 23.301 -14.237 15.103
H 23.024 -18.540 21.754
H 22.333 -17.286 15.897
H 24.986 -15.416 20.703
H 26.310 -19.577 18.578
H 17.085 -17.102 10.953
H 23.093 -19.562 18.176
H 19.440 -21.604 19.087
H 18.484 -18.797 9.370
H 19.018 -17.512 13.870
H 19.844 -14.872 19.322
H 15.006 -18.652 8.124
H 27.916 -17.418 21.002
H 14.390 -21.427 12.912
H 22.074 -19.208 19.469
H 17.548 -17.767 8.271
H 20.434 -21.952 17.523
H 22.675 -17.909 18.353
H 15.326 -20.268 8.751
H 17.348 -16.721 19.465
H 26.328 -15.952 21.607
H 17.029 -20.921 14.312
H 20.815 -17.566 16.643
H 15.623 -16.754 10.050
H 25.561 -17.630 14.291
H 15.156 -18.580 13.712
H 25.497 -17.865 22.466
H 13.917 -20.162 11.838
H 18.032 -20.492 18.950
H 22.918 -17.190 20.967
H 17.839 -18.317 18.988
H 17.043 -21.925 12.862
H 27.656 -18.905 20.173
H 23.948 -17.220 13.904
H 24.363 -20.987 19.638
H 18.688 -15.517 20.421
H 28.447 -17.504 19.494
H 14.239 -19.192 9.713
H 15.234 -16.533 12.356
H 20.079 -21.256 15.976
H 26.582 -16.505 17.653
H 14.924 -21.515 11.224
H 26.917 -15.242 18.927
H 18.046 -20.578 13.028
H 19.060 -17.835 15.648
H 14.287 -17.859 11.743
H 17.584 -19.555 8.144
H 25.268 -20.205 20.926
H 23.633 -20.714 21.177
H 24.595 -16.627 22.831
H 25.356 -15.786 18.593
H 18.132 -21.154 10.819
H 16.836 -18.294 13.215
*
```